This record from the Open Molecules 2025 dataset describes a 5-piece molecular cluster, C39H73B2ClN5O13 overall in a non-equilibrium geometry. The level of theory is ωB97M-V with the def2-TZVPD basis set.

XYZ file:
```
133
Properties=species:S:1:pos:R:3:forces:R:3
Cl 1.12622 -0.11154 0.15865 -0.05 0.09 -0.04
O 3.32471 11.06875 4.11211 -0.03 0.05 -0.01
O -0.11691 6.24102 2.90203 0.04 0.04 0.01
O -5.56745 0.29241 -5.08524 0.02 -0.04 -0.02
O -0.19204 -4.46758 -1.10879 0.73 0.85 -0.10
O -0.60272 3.52994 -0.76354 -0.35 -0.29 -0.24
O -0.29731 -2.32948 -4.35358 -0.17 -0.21 0.07
O -4.81700 1.36855 -3.28388 0.07 -0.03 0.09
O 0.62776 -5.62239 -3.86353 0.33 0.00 -0.01
O -1.70258 6.73229 4.40838 0.17 0.17 0.00
O 1.85278 5.05432 5.83270 0.03 0.03 -0.20
O 4.02119 11.14379 6.24303 -0.19 0.17 -0.02
O 0.04347 2.21913 -2.61601 -0.31 0.51 -0.23
O 2.61646 7.08496 6.37052 0.02 0.07 -0.05
N -1.14554 -0.57871 -3.08181 -0.11 -0.35 0.13
N -1.52153 -1.84901 0.31274 -1.79 0.02 -0.36
N -1.49049 0.06900 -0.75806 -1.52 -0.05 -1.17
N -2.94808 -0.07725 1.10106 0.42 0.71 0.44
N -2.09596 -4.34824 -2.58487 0.17 1.24 0.16
C 5.06902 9.81942 3.14136 0.04 -0.05 0.09
C 0.74298 -0.24402 -4.72865 -0.09 -0.15 -0.39
C 1.55417 -2.03330 -1.64718 0.67 0.31 -0.05
C -1.07743 5.91825 3.79273 -0.33 -0.20 0.05
C 0.69476 -0.79259 -1.45029 0.21 -0.53 -0.11
C 0.78476 -6.50473 1.64497 0.50 -0.18 -0.10
C 0.37771 5.05501 2.24952 0.08 -0.15 -0.05
C -0.84686 -0.95165 -1.71011 0.20 0.65 1.19
C 1.12721 -8.46259 0.03793 0.18 0.21 0.21
C 2.16268 8.21054 7.15682 -0.16 0.23 0.09
C 1.69555 -8.44364 -2.47132 -0.02 0.57 0.04
C 2.99665 -1.65874 -2.04557 -0.46 -0.40 -0.06
C 0.39875 -7.00715 -4.14685 -0.64 -0.10 0.50
C 2.11057 -8.04203 -1.05705 -0.12 -0.53 0.05
C 0.64439 8.09656 7.16972 -0.04 -0.11 -0.03
C 0.04415 3.91136 3.19665 -0.07 -0.11 0.11
C -5.92126 0.61753 -6.44816 -0.08 0.07 -0.17
C -5.39613 2.62298 -5.30137 -0.39 -0.17 -0.15
C -1.96767 1.37393 -1.20992 0.35 0.77 0.12
C -2.52115 -0.89180 -3.51062 -0.20 0.29 -0.22
C -1.18391 -3.83566 1.79461 -0.16 0.11 -0.06
C 1.98892 -5.25717 -4.00371 0.07 -0.02 -0.05
C 1.51998 -7.84624 1.39915 -0.70 0.10 -0.61
C 5.13577 9.67347 4.66120 0.03 0.20 -0.50
C -5.22235 1.40687 -4.41410 0.11 0.16 -0.02
C -6.29890 2.09243 -6.41536 0.05 0.07 0.07
C -2.15557 -2.79802 1.23177 -0.01 -0.17 0.32
C 1.01478 -4.27250 2.95684 0.30 -0.03 -0.46
C -1.55447 -2.21638 -1.14845 0.35 -0.61 0.72
C 0.44681 6.58345 7.10895 -0.06 0.44 -0.15
C 4.13381 10.71049 5.13454 0.23 -0.34 0.19
C 0.17578 -3.24864 2.17639 -0.16 -1.04 0.13
C -2.02561 -0.57808 0.25701 1.10 -0.62 0.06
C 3.63628 10.29793 2.93784 0.06 -0.08 -0.12
C 0.32097 -7.87545 -2.88715 0.67 -0.10 -0.47
C -0.22853 -1.17113 -4.05853 0.32 0.17 -0.19
C 1.67666 6.12032 6.35695 -0.12 -0.21 0.22
C 1.68347 -5.33623 2.07189 -0.29 0.00 -0.29
C -1.24477 4.41013 3.84915 0.54 -0.13 -0.08
B -1.23013 -3.72886 -1.62157 0.23 -0.68 -0.24
B -0.78915 2.40846 -1.55562 0.33 -0.04 0.23
H 0.00755 -2.36887 2.79777 0.14 0.25 -0.15
H 1.59267 -2.60124 -0.72407 -0.33 -0.14 0.04
H -1.63383 -4.23780 2.70369 -0.17 -0.03 0.01
H 1.82406 -3.74500 3.45871 -0.10 0.11 0.27
H 0.26086 0.68136 -5.03408 0.01 0.17 0.16
H 2.59629 -5.60409 -3.16240 0.02 0.06 0.09
H 0.42667 -4.77050 -1.79250 -0.40 -0.59 0.02
H -7.34335 2.20030 -6.12264 -0.01 -0.01 -0.02
H -1.60336 -4.57460 -3.44344 -0.11 -0.67 0.06
H -5.84239 3.44107 -4.74364 0.17 0.05 0.08
H -2.66566 1.31594 -2.04788 -0.02 -0.32 -0.03
H 0.22964 8.55458 6.27089 0.00 0.00 0.00
H 2.92734 9.46954 2.87350 0.01 -0.01 0.03
H 0.74102 -3.01379 1.27762 -0.07 0.50 -0.04
H -1.35299 4.07787 4.87782 -0.18 0.07 0.01
H 0.11505 -8.14430 -0.20892 -0.13 -0.05 -0.02
H 4.79825 8.68986 4.99444 0.02 0.01 0.08
H 1.09618 -9.54980 0.11225 0.10 -0.10 -0.11
H -0.12497 4.95455 1.28713 -0.01 0.01 0.00
H -3.24248 -0.56714 -2.76976 -0.03 0.09 0.07
H 2.00961 -4.85419 1.14451 0.24 0.12 0.04
H -0.08244 -7.26095 -2.08559 -0.30 -0.01 0.02
H 2.59935 -7.70830 1.37417 0.13 -0.02 0.39
H 1.59743 -0.03060 -4.09222 -0.03 0.20 0.14
H 2.51055 9.13031 6.69792 0.15 -0.05 -0.05
H 1.13270 -2.65333 -2.42726 -0.13 -0.22 -0.04
H 3.28214 -0.69567 -1.63309 0.14 0.07 0.02
H -0.56350 -7.04983 -4.65410 -0.01 0.06 -0.19
H -2.93216 -3.81950 -2.79196 0.02 -0.08 -0.30
H -2.72734 -0.31600 -4.41042 -0.03 0.03 -0.08
H 2.03649 -4.17792 -4.08584 -0.01 0.26 0.13
H -6.73642 -0.02867 -6.76050 0.02 -0.09 0.11
H -1.10193 -4.67321 1.10994 0.24 -0.01 -0.07
H 0.82290 3.82137 3.95309 0.00 0.03 0.01
H 3.68150 -2.41989 -1.68274 0.16 0.04 0.05
H 1.44577 5.16467 2.08060 -0.01 0.16 0.04
H -6.16585 2.58822 -7.37365 0.05 -0.04 -0.01
H 0.18529 8.57481 8.03161 0.07 -0.02 0.05
H 5.76668 10.59157 2.81478 -0.01 0.01 -0.02
H -4.41456 2.92332 -5.67278 0.02 0.04 0.05
H 0.45025 6.12639 8.10006 0.00 -0.08 -0.03
H 0.31224 -6.22661 0.70440 -0.28 0.05 0.04
H -0.45683 6.30829 6.57247 0.00 -0.19 0.09
H 5.29624 8.90733 2.59356 -0.07 -0.02 0.01
H 1.11553 -0.73043 -5.62509 0.06 -0.12 -0.02
H -3.01001 -3.26307 0.72519 0.03 -0.16 -0.04
H -2.62936 -2.14186 -1.35071 0.04 0.20 -0.56
H -2.13394 4.14153 3.27493 -0.07 0.05 0.06
H 1.74762 -9.52416 -2.58865 -0.16 -0.12 0.06
H 1.04403 -0.01728 -2.12104 -0.19 0.17 -0.09
H -0.36368 -8.69313 -3.10331 -0.21 0.02 0.18
H -5.05393 0.42287 -7.08166 0.02 0.01 0.02
H 0.00427 -6.66880 2.38794 -0.13 0.04 0.00
H 0.38492 -4.77151 3.69377 0.10 0.05 0.29
H 3.51655 10.93241 2.06334 -0.07 0.09 0.07
H -1.15175 4.23645 -1.12494 0.24 0.34 0.25
H -2.69050 -1.93889 -3.74452 0.17 -0.14 0.07
H 2.29007 -6.96274 -1.01737 -0.10 0.11 0.06
H -2.52302 1.82604 -0.39517 -0.11 -0.12 0.13
H 1.18261 -7.37146 -4.80945 -0.05 -0.05 -0.22
H -2.75044 0.76400 1.61484 -0.21 0.24 -0.23
H 3.08824 -1.65111 -3.13048 0.11 0.23 -0.08
H -0.05099 2.95148 2.68945 -0.02 0.06 -0.10
H 2.59014 -5.70816 2.54647 -0.03 -0.08 0.23
H -2.57633 -2.24653 2.06919 0.14 0.22 0.02
H 2.42227 -8.03480 -3.17608 0.25 -0.14 0.05
H -0.41112 1.73450 -3.31383 0.23 -0.59 0.15
H 3.05788 -8.52980 -0.81772 0.18 0.16 -0.05
H -3.81344 -0.54292 1.30362 0.24 -0.42 0.20
H 2.42362 -5.66670 -4.91741 -0.04 -0.07 -0.08
H 1.23270 -8.54396 2.18101 0.35 -0.05 0.22
H 6.12169 9.88499 5.06381 -0.05 -0.08 0.20
H 2.59406 8.13106 8.15602 0.03 -0.06 -0.01
```
Forces are in eV/Å.

Computed properties:
HOMO energy = -0.413 Eh
Net charge = +1

These are the Löwdin partial charges, in e, on atoms 1 to 99: Cl 0.764; O 0.028; O 0.030; O 0.024; O 0.116; O 0.144; O 0.148; O 0.093; O -0.216; O 0.114; O 0.103; O 0.116; O 0.184; O 0.027; N -0.028; N 0.032; N 0.018; N 0.218; N 0.215; C -0.151; C 0.039; C -0.265; C -0.499; C -0.530; C -0.201; C -0.140; C -0.279; C -0.211; C -0.132; C -0.192; C -0.071; C -0.203; C -0.213; C -0.135; C -0.148; C -0.138; C -0.068; C 0.005; C -0.024; C -0.168; C -0.092; C -0.182; C -0.069; C -0.490; C -0.143; C -0.135; C -0.193; C -0.034; C -0.070; C -0.502; C -0.191; C -0.348; C -0.152; C -0.152; C -0.435; C -0.482; C -0.195; C -0.070; B -0.603; B -0.628; H 0.115; H 0.088; H 0.123; H 0.108; H 0.090; H 0.088; H 0.089; H 0.122; H 0.083; H 0.129; H 0.098; H 0.121; H 0.125; H 0.077; H 0.125; H 0.096; H 0.125; H 0.114; H 0.103; H 0.082; H 0.104; H 0.097; H 0.103; H 0.086; H 0.104; H 0.078; H 0.070; H 0.120; H 0.067; H 0.102; H 0.073; H 0.128; H 0.088; H 0.099; H 0.080; H 0.130; H 0.120; H 0.119; H 0.118